ORCA calculation (wB97M-V/def2-TZVPD) on a molecular structure, C5H4I2 in a non-equilibrium geometry.

```
11
Properties=species:S:1:pos:R:3:mulliken_charge:R:1
C -0.224 0.232 0.406 0.56
C 0.668 0.692 1.259 -0.85
C -0.197 -0.515 -0.862 -0.20
C -0.190 -1.941 -0.632 -0.63
C -1.335 -0.534 0.163 -0.44
I 1.179 -2.704 0.800 0.06
I -3.416 -0.722 0.235 0.13
H 0.494 1.263 2.200 0.24
H 1.666 0.683 0.994 0.35
H -0.220 -0.008 -1.804 0.34
H -0.898 -2.662 -1.081 0.46
```

As for the charge: 0. For the calculated total energy, the calculation gives -788.12001 Eh.